# 1
26
Properties=species:S:1:pos:R:3 method="wB97M-V/def2-TZVPD" gap_ev=9.478
C 1.61550 -2.32384 0.33888
N 1.43652 -1.43278 -0.81850
C 1.63925 0.00105 -0.46491
Si 0.05521 0.92753 0.05467
C -1.33636 0.85288 -1.23600
C -2.21126 -0.44454 -1.21443
C -2.41237 -1.10635 0.17643
F -1.78013 -1.41237 -2.12832
O 0.49486 2.60471 0.17560
Si 1.42805 2.91835 1.58065
H 2.66245 -2.69946 0.39414
H 1.27404 -1.88982 1.31078
H 0.98549 -3.23339 0.17206
H 0.47206 -1.51522 -1.13539
H 2.01692 0.51873 -1.38644
H 2.45328 0.07763 0.29320
H -0.34821 0.41188 1.37717
H -0.85119 0.90807 -2.24110
H -1.97381 1.76103 -1.11340
H -3.22792 -0.14597 -1.56445
H -3.20829 -1.88131 0.04312
H -1.52244 -1.66366 0.54608
H -2.81970 -0.40585 0.94029
H 2.02343 1.69877 2.13473
H 2.51424 3.83678 1.17866
H 0.62038 3.63713 2.58646

# 2
28
Properties=species:S:1:pos:R:3 method="wB97M-V/def2-TZVPD" multiplicity=2 gap_ev="2.930 / 10.426" s2=0.75
K -1.37480 0.11709 2.64638
C 1.96214 1.05982 2.59692
O 1.31331 -0.18387 2.68179
H 1.99794 1.31170 1.53703
H 1.43068 1.84249 3.13829
H 2.98790 1.04100 2.96510
H 2.02268 -0.81849 2.55675
C -1.98538 -4.19174 3.16916
O -1.40312 -2.90501 3.04634
H -1.53158 -4.86067 2.43793
H -1.83376 -4.64855 4.14713
H -3.03505 -4.11375 2.88595
H -1.87581 -2.32585 3.64861
O -0.59168 1.30244 0.34228
S 0.08236 1.69593 -0.88949
O 1.51761 1.99577 -0.75960
O -0.15063 0.53539 -2.09588
C 0.52493 0.72492 -3.32327
C 0.71721 -0.57066 -4.13288
C -0.89563 3.05305 -1.54796
H 1.43122 1.32600 -3.24953
H -0.12031 1.44067 -3.83265
H 1.33867 -1.31973 -3.64218
H 1.13299 -0.41978 -5.12911
H -0.27235 -1.02136 -4.20865
H -0.88459 3.12870 -2.63528
H -0.57000 3.96768 -1.05246
H -1.93495 2.83680 -1.30070

# 3
22
Properties=species:S:1:pos:R:3 method="wB97M-V/def2-TZVPD" multiplicity=2 charge=+2 gap_ev="13.586 / 6.745" relative_energy_kcal_mol=9.70 s2=0.75
C 0.67802 -1.54670 -1.31293
C -0.17199 -2.07589 -0.16791
N -0.15494 -1.26194 -2.55387
H 1.16825 -0.57330 -0.96947
H 1.44433 -2.30437 -1.55222
H 0.35486 -1.81691 0.76437
H -0.22073 -3.18552 -0.26456
H 0.40670 -1.37638 -3.40805
H -0.79586 -2.08288 -2.51659
H -0.78824 -0.47023 -2.63145
H -1.16356 -1.64279 0.03250
C 0.55278 1.29355 1.23979
C 0.18863 2.87785 0.92388
C -0.71176 0.73533 1.74884
H 0.82440 0.92624 0.23714
H 1.39500 1.30586 1.92858
H -0.71595 2.84858 0.36744
H -0.79429 -0.36621 1.67068
H -0.86256 0.87153 2.83513
H -1.65837 1.06868 1.28080
H -0.02891 3.39143 1.89091
H 1.05420 3.38408 0.45700

# 4
24
Properties=species:S:1:pos:R:3 method="wB97M-V/def2-TZVPD" smiles=CCNC.NCCO gap_ev=9.559 relative_energy_kcal_mol=26.95
C -1.30438 1.06758 2.55950
C -0.97989 1.72179 1.22340
N 0.26906 1.24446 0.66867
C 0.53639 1.67335 -0.70655
H -0.39164 1.03563 3.16476
H -2.08672 1.61008 3.08518
H -1.63336 0.03230 2.46984
H -1.79299 1.45009 0.54416
H -1.02658 2.81040 1.34491
H 1.05362 1.45990 1.26832
H -0.26069 1.30615 -1.34402
H 1.52290 1.32456 -0.99734
H 0.56095 2.76644 -0.82550
N 0.24733 -1.16040 -2.48099
C 0.30138 -2.31103 -1.55366
C 0.90481 -1.95343 -0.18218
O 0.01625 -1.25192 0.63003
H 1.15841 -1.07524 -2.91892
H -0.35510 -1.45826 -3.24344
H 0.90808 -3.14974 -1.92678
H -0.71520 -2.64480 -1.36098
H 1.86342 -1.42336 -0.30887
H 1.09255 -2.91685 0.31011
H 0.11142 -0.15770 0.58037

# 5
24
Properties=species:S:1:pos:R:3 method="wB97M-V/def2-TZVPD" smiles=CN[C@@H](N)O.CCC gap_ev=9.982 relative_energy_kcal_mol=14.91
C 0.89641 1.34661 1.50182
N 1.29787 -0.02118 1.19935
C 0.41134 -1.06941 1.71791
N 0.80784 -1.31976 3.07113
O -0.95876 -0.76917 1.63073
H 0.90977 1.50012 2.57963
H -0.11093 1.59046 1.13411
H 1.60484 2.02598 1.03356
H 1.36522 -0.12297 0.19347
H 0.59261 -1.96915 1.11517
H 1.84140 -1.47763 2.99308
H 0.62971 -0.56651 3.72693
H -1.27789 -0.58828 2.52501
C -1.75863 0.89218 -2.22998
C -0.96346 -0.37539 -1.93898
C 0.48046 -0.25311 -2.41563
H -1.78698 1.09240 -3.29990
H -1.30527 1.75048 -1.73576
H -2.78005 0.79522 -1.86875
H -1.43641 -1.22201 -2.44190
H -0.99027 -0.58115 -0.86719
H 0.51342 -0.11186 -3.49498
H 0.96970 0.60434 -1.95440
H 1.04806 -1.15022 -2.17445

# 6
24
Properties=species:S:1:pos:R:3 method="wB97M-V/def2-TZVPD" smiles=CC(C)NCCN.O gap_ev=9.102 relative_energy_kcal_mol=11.20
C 2.03740 -0.53787 -1.03935
C 0.55075 -0.25051 -1.24318
C 0.33006 0.88108 -2.21469
N -0.19342 0.02568 -0.01720
C -0.21216 -1.08622 0.93236
C -1.64465 -1.59175 1.11432
N -2.55948 -0.61403 1.71849
H 2.54538 -0.84664 -1.95278
H 2.56212 0.33184 -0.62283
H 2.21604 -1.32732 -0.30683
H 0.12866 -1.17624 -1.63664
H 0.87607 0.77735 -3.15140
H -0.69998 0.97430 -2.48623
H 0.68694 1.81187 -1.76190
H 0.18797 0.83423 0.46404
H 0.36572 -1.93305 0.56781
H 0.16608 -0.80531 1.91875
H -1.74590 -2.49798 1.71357
H -2.03999 -1.81421 0.11783
H -2.21788 -0.38951 2.65422
H -2.42448 0.28870 1.26261
O 0.17361 2.70581 1.54600
H 1.08785 3.00704 1.61608
H -0.17671 3.23276 0.80696

# 7
24
Properties=species:S:1:pos:R:3 method="wB97M-V/def2-TZVPD" gap_ev=4.258 relative_energy_kcal_mol=110.22
C -1.08459 -2.96611 -1.07192
O -2.01564 -2.74216 -2.00582
C -0.81183 -1.64211 -0.26217
C -0.40958 -0.61680 -1.31835
H -0.07483 -3.24905 -1.48107
H -1.34896 -3.77194 -0.34886
H -0.07331 -1.78512 0.54429
H -1.78253 -1.40453 0.18220
H -0.63006 0.41110 -0.98137
H -1.09998 -0.85774 -2.13933
H 0.65793 -0.72232 -1.57683
C 0.87971 1.05780 1.53122
N -0.12356 0.98106 2.59020
C 0.46676 2.16345 0.56180
N 1.19884 1.94872 -0.74488
H 0.98830 0.12654 0.95998
H 1.83194 1.33644 1.98542
H -1.00413 0.68059 2.19334
H 0.13321 0.27509 3.26066
H 0.71842 3.14519 0.94409
H -0.58914 2.08417 0.33531
H 1.26181 2.75072 -1.35123
H 2.14849 1.64172 -0.54096
H 0.76271 1.15530 -1.26572

# 8
24
Properties=species:S:1:pos:R:3 method="wB97M-V/def2-TZVPD" gap_ev="7.708 / 9.183" relative_energy_kcal_mol=154.45
C -1.10735 0.28187 0.93731
C -1.33189 -2.10482 1.39753
C 0.85029 -1.07395 1.47965
C -0.34438 1.32860 0.15446
N -0.47241 -1.05563 0.85738
H -1.21867 0.57141 1.99711
H -2.11324 0.17087 0.52660
H -2.27926 -2.11063 0.85731
H -1.53309 -1.96857 2.47008
H -0.85445 -3.07384 1.24793
H 0.79251 -0.88774 2.56236
H 1.31790 -2.04267 1.30247
H 1.47779 -0.31150 1.02480
H -1.00998 2.09688 -0.22645
H 0.53753 1.65281 -1.21136
H 0.40966 1.83963 0.74569
C 1.33333 2.11719 -2.02497
N 0.87803 -0.40132 -1.96287
O -0.41760 -0.62562 -1.70866
H -0.42858 -1.06696 -0.78190
H 0.88117 -0.19803 -2.96943
H 1.16652 3.15191 -1.71724
H 1.11426 1.93925 -3.07345
H 2.35192 1.77087 -1.88435

# 9
24
Properties=species:S:1:pos:R:3 method="wB97M-V/def2-TZVPD" multiplicity=2 charge=+1 gap_ev="9.292 / 4.442" relative_energy_kcal_mol=58.33 s2=0.75
C 1.03628 -0.27753 0.16770
N 1.64520 -0.55514 -1.06632
C 2.68160 0.46497 -1.40085
C 0.00439 0.79394 -0.08623
C -1.22852 0.58372 -0.98327
C -2.34915 -0.35640 -0.29180
N -2.82972 0.43659 0.80228
H 1.87984 -0.03220 1.01848
H 0.50838 -1.13598 0.45684
H 1.69195 -1.44773 -1.38629
H 3.17192 0.99658 -0.64948
H 2.13470 1.13856 -2.11918
H 3.37514 -0.05866 -2.05534
H 0.54670 1.75394 -0.31133
H -0.30184 1.04645 0.97694
H -0.90065 0.04657 -1.81917
H -1.59271 1.61630 -1.16682
H -3.20162 -0.75494 -0.94088
H -1.69497 -1.17844 0.06602
H -3.57118 0.99666 0.65390
H -2.94230 -0.10633 1.71073
H 0.68103 -1.59431 1.96159
H 0.69902 -0.75901 3.50893
O 0.55652 -1.61762 2.95353

# 10
24
Properties=species:S:1:pos:R:3 method="wB97M-V/def2-TZVPD" multiplicity=2 charge=+1 gap_ev="4.733 / 9.279" relative_energy_kcal_mol=35.77 s2=0.75
C 1.94405 -0.73299 -0.40959
C 0.64556 -0.56171 -1.19502
C -0.15237 0.82387 -1.08869
C -0.52622 1.26768 0.43722
C -2.58937 0.90244 1.78354
N -1.60353 0.42861 0.98623
N 0.95505 -0.79687 -2.72492
H 1.94571 -0.46006 0.68030
H 2.47717 -1.66331 -0.30123
H 2.55930 0.10661 -0.79242
H -0.10659 -1.35534 -0.91008
H -0.99969 0.83906 -1.77318
H 0.44467 1.66262 -1.50688
H -0.63285 2.40101 0.67483
H 0.41224 1.04129 1.00212
H -3.29458 0.12958 2.13997
H -2.80402 1.96987 1.84384
H -1.38106 -0.56617 1.02710
H 0.25001 -1.45576 -3.14092
H 1.94832 -0.85451 -2.86306
H 0.63658 0.05566 -3.24613
H -0.21780 -1.79578 2.95531
H 0.40871 -0.49434 3.41978
O -0.31928 -0.89145 3.00190

| no. | calculated total energy (a.u.) |
| --- | --- |
| 1 | -1008.99023 |
| 2 | -1574.30085 |
| 3 | -254.05683 |
| 4 | -384.81513 |
| 5 | -384.83433 |
| 6 | -384.84023 |
| 7 | -384.68243 |
| 8 | -384.61196 |
| 9 | -384.45033 |
| 10 | -384.48629 |